1.
C16H31AlBr2CaCl3F4IN3O17P2S | ωB97M-V with the def2-TZVPD basis set

Values from the calculation:
LUMO level ... -2.94 eV
Charge ... -1
HOMO energy ... -4.130 eV
Orbital gap ... 1.2 eV

Last column: Mulliken charge in e.
Atoms and positions in Å:
C -2.541 -3.660 -2.505  -0.3798
C -1.176 -4.271 -1.766  -0.6463
C -0.349 -5.412 -2.602  -0.7413
N -0.843 -3.736 -0.547  -0.0528
C -0.866 -4.761 0.563  0.6265
P -2.509 -5.563 1.113  0.2833
O -3.034 -6.678 -0.122  -0.4796
Cl -1.999 -6.832 2.793  -0.2670
O 0.154 -5.819 0.625  -0.2585
C 1.286 -5.520 1.530  0.5266
O 2.581 -5.896 1.448  -0.5682
O 0.632 -4.707 2.592  -0.2858
C -0.335 -3.869 1.852  -0.6531
I 1.010 -2.245 1.122  0.4507
S -1.596 -2.948 2.900  1.1792
O -2.226 -3.808 4.032  -0.5173
O -2.695 -2.326 2.000  -0.4783
F -0.712 -1.650 3.664  -0.2139
H -3.251 -3.112 -1.754  0.2617
H -3.094 -4.554 -3.068  0.2885
H -2.157 -2.940 -3.373  0.0155
H -1.096 -6.089 -3.223  0.2315
H 0.352 -4.886 -3.412  0.1203
H 0.357 -6.089 -1.962  0.2407
H -3.679 -7.321 0.338  0.3274
C 6.940 0.314 1.647  -1.3552
C 6.729 -0.298 0.270  0.1665
C 5.544 0.307 -0.501  -0.6663
O 4.304 -0.162 0.044  -0.3355
C 3.760 0.672 1.066  -0.8718
N 6.443 -1.755 0.448  -0.2462
H 6.188 -0.009 2.373  0.3732
H 7.913 0.015 2.049  0.3754
H 6.922 1.408 1.598  0.3371
H 7.649 -0.217 -0.318  0.3555
H 5.579 -0.062 -1.533  0.3659
H 5.589 1.401 -0.554  0.3992
H 4.075 1.715 0.971  0.1167
H 4.056 0.282 2.042  0.4067
H 2.667 0.621 1.003  0.3186
H 7.068 -2.220 1.115  0.3642
H 6.481 -2.261 -0.446  0.3661
H 5.467 -1.854 0.781  0.3282
O 3.197 0.458 6.409  -0.4979
P 3.541 0.298 4.919  0.3809
O 5.067 0.352 4.738  -0.7357
O 2.888 1.436 4.118  0.2526
O 3.012 -1.054 4.413  -0.0683
Ca -0.566 -2.287 -3.184  1.2444
Al 2.838 3.259 2.810  0.5770
Cl -3.670 2.095 -4.537  -0.2301
C -2.660 3.159 -3.526  -0.2498
C -1.184 2.809 -3.621  -0.5313
Cl -0.814 1.240 -2.863  -0.1466
H -3.024 3.095 -2.496  0.3051
H -2.824 4.181 -3.881  0.2019
H -0.589 3.562 -3.095  0.3525
H -0.844 2.773 -4.661  0.3255
Br 2.555 -1.786 6.284  0.1560
O 4.546 -3.636 5.634  -0.5630
H 5.161 -2.909 5.453  0.3090
H 4.791 -4.316 4.989  0.2713
N -1.224 2.671 2.720  0.9629
O -2.452 2.820 2.605  -0.6095
O -0.588 2.060 1.846  -0.5717
O -0.632 3.132 3.710  -0.5813
Br 3.210 3.785 5.763  -0.3946
C -7.034 6.528 -1.739  -1.0981
C -5.830 5.621 -1.900  -0.1951
O -5.906 4.773 -3.041  -0.3485
C -5.587 5.321 -4.352  0.3172
O -4.407 5.932 -4.333  -0.9205
C -6.745 6.199 -4.970  0.6802
F -7.970 5.683 -4.653  -0.2838
F -6.698 6.201 -6.333  -0.3019
F -6.763 7.496 -4.581  -0.2654
H -7.963 6.003 -1.981  0.2366
H -7.094 6.903 -0.712  0.4194
H -6.961 7.400 -2.389  0.2104
H -5.815 4.943 -1.038  0.3057
H -4.892 6.183 -1.853  0.2750
H -5.660 4.412 -4.968  0.0007

***

2.
C5H14N4 | ωB97M-V with the def2-TZVPD basis set

Values from the calculation:
ΔE to the lowest compared entry with this formula, charge and spin ... 208.7 kJ/mol
LUMO level ... -6.90 eV
Charge ... +2
HOMO energy ... -18.052 eV
Orbital gap ... 11.2 eV

Last column: Mulliken charge in e.
Atoms and positions in Å:
C 2.050 -0.173 -0.424  0.2224
C -2.408 0.254 -0.334  0.4530
C -2.721 2.112 1.110  -0.6365
C -2.371 -2.203 -0.725  -0.6698
C 4.061 -1.011 0.506  -0.9289
N -2.593 1.461 -0.157  -0.2059
N -2.042 -0.852 -0.522  -0.0839
N 3.282 0.053 -0.015  -0.1683
N 1.142 0.729 -0.578  -0.2421
H 1.745 -1.187 -0.660  0.3392
H -1.740 2.753 1.148  0.2827
H -3.704 2.691 1.220  0.3077
H -2.464 1.324 1.887  0.2882
H -2.507 -2.286 -1.802  0.3431
H -1.430 -2.566 -0.401  0.2857
H -3.294 -2.573 -0.192  0.3368
H 5.012 -0.667 0.606  0.3896
H 4.120 -1.679 -0.284  0.3855
H 3.743 -1.445 1.455  0.3345
H -2.768 1.990 -1.046  0.3383
H 0.066 0.518 -0.529  0.1280
H 3.424 1.035 0.176  0.2493
H 1.397 1.720 -0.438  0.2513

***

3.
C2H3NS | ωB97M-V with the def2-TZVPD basis set

Values from the calculation:
ΔE to the lowest compared entry with this formula, charge and spin ... 384.4 kJ/mol
LUMO level ... 0.69 eV
HOMO energy ... -7.087 eV
Orbital gap ... 7.8 eV

Last column: Mulliken charge in e.
Atoms and positions in Å:
C 0.997 0.116 -0.218  -0.1864
C -1.055 -1.031 -0.194  -0.2257
N 0.029 -0.676 -0.073  -0.1196
S 0.565 1.789 0.450  -0.1542
H 1.859 0.074 -0.854  0.3304
H -1.973 -1.496 0.059  0.3189
H -0.422 1.224 0.829  0.0365

***

4.
C44H54F5IrN3O2SSe3 | ωB97M-V with the def2-TZVPD basis set

Values from the calculation:
ΔE to the lowest compared entry with this formula, charge and spin ... 75.4 kJ/mol
LUMO level (spin up / spin down) ... -6.30 / -8.90 eV
Charge ... +2
Multiplicity ... 6
HOMO energy (spin up / spin down) ... -11.946 / -12.661 eV
Orbital gap (spin up / spin down) ... 5.6 / 3.8 eV

Last column: Löwdin spin population.
Atoms and positions in Å:
Ir 12.769 9.789 14.521  1.2434
C 9.519 16.021 12.866  0.0021
C 8.714 14.816 13.339  0.0066
C 8.116 14.079 12.137  0.0043
C 7.534 15.307 14.220  0.0017
C 9.591 13.884 14.127  0.0714
C 10.744 13.365 13.573  0.0210
C 11.363 12.218 14.099  0.0964
N 12.289 11.431 13.464  0.2727
C 12.844 11.462 12.199  0.0891
C 12.327 12.059 11.078  0.0550
C 12.807 11.739 9.812  0.1454
C 13.798 10.788 9.711  0.0434
C 14.415 10.113 10.785  0.1235
C 13.919 10.458 12.065  0.1465
O 14.280 9.800 13.140  0.3503
C 15.590 9.175 10.517  0.0093
C 16.751 10.102 10.030  0.0092
C 15.156 8.103 9.483  0.0051
C 16.089 8.444 11.775  0.0010
C 12.268 12.394 8.525  0.0148
C 10.742 12.115 8.447  0.0100
C 12.941 11.877 7.206  0.0003
C 12.530 13.918 8.636  0.0100
C 10.999 11.791 15.404  0.1441
O 11.582 10.710 15.937  0.2351
C 10.008 12.515 16.144  0.0147
C 9.226 13.424 15.395  0.0983
C 9.825 12.307 17.618  0.0016
C 8.850 13.421 18.174  0.0000
C 11.164 12.371 18.383  0.0030
C 9.213 10.915 17.832  0.0219
H 8.847 16.697 12.352  0.0002
H 10.276 15.671 12.159  -0.0001
H 9.964 16.569 13.694  0.0000
H 7.431 14.763 11.618  0.0005
H 7.512 13.207 12.443  0.0001
H 8.864 13.693 11.432  0.0000
H 6.969 15.994 13.601  -0.0001
H 7.903 15.885 15.078  0.0003
H 6.903 14.478 14.525  0.0003
H 11.177 13.835 12.721  -0.0003
H 11.451 12.693 11.129  0.0006
H 14.119 10.517 8.708  0.0001
H 16.481 10.681 9.149  0.0000
H 17.571 9.450 9.725  0.0010
H 17.085 10.731 10.845  0.0002
H 14.892 8.480 8.512  0.0000
H 14.256 7.572 9.882  0.0001
H 15.915 7.309 9.395  0.0006
H 16.495 9.139 12.529  0.0000
H 16.887 7.754 11.465  0.0001
H 15.278 7.909 12.246  0.0004
H 10.519 11.036 8.339  0.0000
H 10.347 12.612 7.577  0.0014
H 10.226 12.483 9.362  0.0000
H 12.688 10.826 7.015  0.0000
H 14.017 12.016 7.166  0.0001
H 12.545 12.420 6.356  -0.0001
H 12.032 14.337 9.529  0.0003
H 12.121 14.418 7.754  0.0015
H 13.592 14.133 8.707  0.0001
H 8.318 13.824 15.844  0.0038
H 9.262 14.425 18.015  0.0004
H 8.691 13.290 19.245  -0.0001
H 7.876 13.384 17.682  -0.0001
H 11.585 13.373 18.286  0.0006
H 11.890 11.675 17.938  0.0002
H 10.992 12.131 19.442  0.0000
H 8.232 10.871 17.366  0.0138
H 9.067 10.721 18.898  0.0004
H 9.876 10.178 17.347  0.0006
C 10.429 6.623 18.246  0.0139
Se 10.334 7.005 16.318  0.1716
C 8.604 6.134 15.768  0.0078
C 7.465 7.098 15.572  0.0362
Se 8.030 9.043 15.351  0.6163
C 6.137 9.620 15.032  0.0485
H 11.323 6.033 18.350  0.0019
H 9.547 6.113 18.653  -0.0002
H 10.551 7.596 18.757  0.0041
H 8.393 5.348 16.493  -0.0002
H 8.971 5.722 14.832  0.0026
H 6.769 7.173 16.402  0.0120
H 6.900 6.921 14.656  0.0078
H 5.755 9.137 14.133  0.0134
H 6.246 10.692 14.836  -0.0003
H 5.532 9.492 15.931  0.0051
Se 12.701 6.806 12.939  0.0060
N 11.941 8.434 13.123  0.1305
C 11.004 8.696 12.121  0.0113
C 9.991 9.655 11.984  0.0101
C 9.179 9.688 10.839  -0.0016
C 9.226 8.647 9.876  0.0041
C 10.268 7.723 9.978  -0.0019
C 11.126 7.705 11.087  0.0062
N 11.974 6.705 11.376  -0.0101
H 9.919 10.438 12.735  0.0017
H 8.435 10.480 10.770  -0.0003
H 8.533 8.563 9.054  0.0002
H 10.410 7.008 9.179  0.0001
F 18.177 11.038 18.780  0.0171
C 17.146 10.494 18.094  0.0534
C 16.256 11.329 17.423  -0.0070
F 16.424 12.656 17.463  -0.0058
C 15.168 10.780 16.747  0.0458
F 14.315 11.598 16.114  0.0464
C 14.989 9.352 16.732  0.0413
S 13.694 8.468 15.953  0.3910
C 15.865 8.543 17.505  0.0489
F 15.581 7.243 17.767  0.0093
C 16.938 9.121 18.171  -0.0091
F 17.649 8.368 19.023  -0.0064

***

Respective energy values: -11297.6424; -417.2520; -530.7883; -10229.1677 hartree.